# C24H30F3O8SZr

A molecular structure, C24H30F3O8SZr (wB97M-V/def2-TZVPD, the Open Molecules 2025 dataset).

Computed properties:
Calculated total energy in Eh: -2279.2847
Charge: -1

Structure (XYZ):
```
67
Properties=species:S:1:pos:R:3:mulliken_charge:R:1
C 1.05 1.30 -3.18 3.0945
C 0.60 2.24 -2.04 -2.0222
C 1.65 0.01 -2.53 -2.3902
C 1.99 0.43 -1.10 -0.1393
H 2.53 -0.30 -3.11 0.4102
H 0.90 -0.78 -2.55 0.3362
C 0.84 1.44 -0.75 0.4446
H -0.45 2.53 -2.16 0.5469
H 1.24 3.14 -2.02 0.3453
C -0.37 0.61 -0.35 -1.5630
H 1.15 2.09 0.09 0.7723
H 2.92 1.02 -1.11 0.3710
C 2.14 -0.63 -0.08 0.7534
C -0.07 0.87 -4.11 -0.5532
C 2.01 1.91 -4.21 0.7787
O 3.10 1.44 -4.41 -0.6065
O -1.27 1.00 -3.89 -0.6118
O 0.43 0.36 -5.25 -0.2340
O 1.61 2.98 -4.96 -0.3718
C 0.36 3.71 -4.84 -0.4646
H -0.02 3.77 -3.80 0.2617
H -0.39 3.27 -5.51 0.1421
H 0.62 4.72 -5.19 0.3207
C -0.58 -0.08 -6.16 -0.7866
H -1.15 -0.91 -5.74 0.2857
H -0.03 -0.39 -7.05 0.2550
H -1.27 0.75 -6.40 0.3146
O -0.05 -0.05 0.85 0.2988
H -0.65 -0.10 -1.14 0.2653
H -1.25 1.26 -0.18 0.3201
C 3.15 -0.41 0.95 -1.4946
C 1.62 -1.97 -0.29 -1.1360
H 2.06 -2.42 -1.20 0.1766
H 0.53 -2.01 -0.41 -0.0423
H 1.87 -2.61 0.56 0.3151
H 2.85 -0.85 1.92 0.1185
H 3.37 0.65 1.09 0.2976
H 4.09 -0.91 0.64 0.3127
Zr -1.05 -0.56 2.54 0.7997
C -0.77 0.84 4.73 -0.5398
C 0.17 1.50 3.89 -0.5739
C -0.52 2.01 2.76 -0.3526
H 1.23 1.66 4.13 0.4111
C -1.91 1.68 2.89 -0.8721
C -2.07 0.97 4.13 -0.4431
H -3.00 0.71 4.62 0.5245
H -0.57 0.47 5.74 0.5411
H -0.09 2.67 2.00 0.5504
H -2.71 2.07 2.26 0.4691
C -2.35 -2.59 2.20 -0.5310
C -3.17 -1.71 2.98 -0.7063
C -3.55 -0.62 2.15 -0.6938
H -3.53 -1.92 3.99 0.4414
C -2.98 -0.81 0.86 -0.5399
C -2.26 -2.04 0.88 -0.5275
H -1.84 -2.56 0.01 0.5381
H -2.03 -3.59 2.49 0.7950
H -4.26 0.16 2.42 0.5477
H -3.21 -0.22 -0.03 0.5189
F -0.83 -4.53 4.18 -0.2176
C 0.39 -4.05 3.83 0.6637
F 1.33 -4.77 4.46 -0.2387
F 0.55 -4.22 2.49 -0.1733
S 0.52 -2.23 4.26 1.1070
O -0.91 -1.79 4.40 -0.5089
O 1.36 -2.05 5.40 -0.6521
O 0.94 -1.54 2.98 -0.4588
```

# C15H42ClN2O17P3Si2

A molecular structure, C15H42ClN2O17P3Si2 (wB97M-V/def2-TZVPD, the Open Molecules 2025 dataset).

Computed properties:
Calculated total energy in Eh: -4048.3950
Charge: 0

Structure (XYZ):
```
82
Properties=species:S:1:pos:R:3:mulliken_charge:R:1
N 1.76 -2.54 1.00 -0.7054
C 2.72 -2.00 0.03 -0.4100
C 2.07 -1.40 -1.24 0.9139
O 2.18 -2.41 -2.26 -0.5444
C 0.59 -1.03 -1.07 -1.6683
Si 0.28 0.47 0.01 0.2318
C 1.44 1.92 -0.43 -0.1424
O 2.83 1.60 -0.20 -0.0574
N 3.12 1.86 1.16 0.0952
O 3.94 1.12 1.53 -0.2734
O -1.30 1.08 -0.05 -0.0547
Si -2.48 0.04 -0.61 0.4531
C -4.04 0.32 0.44 -0.6791
C -3.91 -0.24 1.83 0.5027
O -4.07 -1.37 2.12 -0.4486
Cl -3.52 0.92 3.16 -0.2331
H 2.31 -3.11 1.63 0.3025
H 1.39 -1.81 1.59 0.1971
H 3.35 -2.83 -0.28 0.2949
H 3.40 -1.27 0.48 0.0601
H 2.70 -0.57 -1.56 0.0455
H 1.35 -2.46 -2.75 0.2970
H 0.05 -1.90 -0.68 0.5978
H 0.20 -0.84 -2.08 0.6005
H 0.56 0.16 1.43 -0.2032
H 1.24 2.30 -1.44 -0.0555
H 1.17 2.72 0.28 0.3454
H -2.14 -1.38 -0.53 -0.1204
H -2.84 0.47 -1.98 -0.1461
H -4.32 1.37 0.47 0.4553
H -4.84 -0.25 -0.05 0.2809
C 0.48 4.75 -6.41 -0.6683
O 1.17 4.78 -5.16 -0.5155
P 0.28 4.49 -3.76 1.3639
O -0.15 3.12 -4.23 -0.6099
O -0.83 5.65 -4.15 -0.3584
C -0.44 7.02 -4.22 -0.8071
O -0.41 4.23 -2.25 -0.3084
C -1.83 4.31 -2.15 -0.5609
H 1.04 4.11 -7.08 0.2611
H -0.54 4.38 -6.32 0.3318
H 0.45 5.76 -6.83 0.2536
H -0.77 7.42 -5.18 0.2342
H 0.64 7.15 -4.15 0.3905
H -0.93 7.58 -3.43 0.2963
H -2.32 3.90 -3.03 0.3458
H -2.13 5.35 -2.00 0.2458
H -2.13 3.74 -1.27 0.1537
C -5.67 -1.94 7.27 -0.6315
O -6.38 -0.71 7.13 -0.4373
P -7.89 -0.76 6.42 1.3134
O -8.60 -1.67 7.37 -0.6232
O -7.33 -1.57 5.10 -0.3952
C -6.26 -1.02 4.32 -0.9342
O -9.21 -0.16 5.60 -0.4444
C -9.85 -1.00 4.65 -0.5355
H -5.33 -2.01 8.30 0.2571
H -6.27 -2.81 7.03 0.3326
H -4.79 -1.92 6.61 0.2419
H -5.49 -1.78 4.20 0.3286
H -5.81 -0.14 4.79 0.4612
H -6.63 -0.75 3.33 0.3116
H -9.89 -2.03 5.01 0.3015
H -9.35 -0.95 3.69 0.1940
H -10.87 -0.62 4.53 0.2475
C 9.38 -3.45 0.29 -0.6746
O 8.42 -2.42 0.12 -0.4741
P 6.97 -2.81 -0.60 1.3280
O 6.46 -3.83 0.38 -0.6597
O 7.71 -3.51 -1.90 -0.3831
C 8.64 -2.75 -2.68 -0.8112
O 5.56 -2.53 -1.44 -0.2627
C 5.12 -3.52 -2.37 -0.5489
H 9.71 -3.42 1.33 0.2592
H 8.98 -4.44 0.07 0.3401
H 10.24 -3.26 -0.36 0.2531
H 9.56 -3.33 -2.77 0.2497
H 8.87 -1.79 -2.23 0.3997
H 8.23 -2.60 -3.68 0.2806
H 5.30 -4.53 -2.01 0.3654
H 5.61 -3.37 -3.33 0.2148
H 4.05 -3.37 -2.51 0.1556
```

# C27H47Cl3N4O2

5 unconnected molecules or ions with the total composition C27H47Cl3N4O2 (wB97M-V/def2-TZVPD, the Open Molecules 2025 dataset).

Computed properties:
Relative energy (zero: lowest compared OMol25 entry of this formula, charge and spin) in kcal/mol: 73.09
Multiplicity: 3
Expectation value of S²: 2.01
Charge: 0

Structure (XYZ):
```
83
Properties=species:S:1:pos:R:3:mulliken_charge:R:1
C -6.43 -5.45 -6.38 0.0670
Cl -5.03 -5.85 -7.23 -0.0883
Cl -6.34 -3.79 -5.74 -0.1231
Cl -6.70 -6.69 -5.07 -0.1391
H -7.35 -5.47 -6.98 0.2835
C 3.03 -4.05 2.17 -1.7923
C 3.79 -3.53 1.00 1.5096
C 5.01 -4.42 0.98 -1.3279
C 5.84 -4.36 -0.29 -0.7077
C 4.96 -4.87 -1.49 -1.0908
C 3.79 -3.89 -1.59 1.4443
N 3.05 -3.70 -0.30 0.4140
O 1.78 -2.93 -0.35 -0.4933
C 4.14 -2.58 -2.32 -1.5851
C 2.92 -4.61 -2.68 -1.8100
C 4.27 -2.11 1.28 -1.5967
H 2.76 -5.10 2.06 0.4461
H 2.20 -3.38 2.37 0.4124
H 3.56 -3.99 3.12 0.3713
H 5.54 -4.18 1.90 0.4765
H 4.60 -5.42 1.07 0.4264
H 6.71 -5.02 -0.19 0.3766
H 6.16 -3.36 -0.60 0.3540
H 4.70 -5.92 -1.50 0.3819
H 5.64 -4.68 -2.33 0.3685
H 3.34 -1.96 -2.71 0.3507
H 4.66 -1.90 -1.65 0.3345
H 4.80 -2.78 -3.17 0.4038
H 3.36 -4.64 -3.67 0.3997
H 2.61 -5.63 -2.44 0.4344
H 1.92 -4.19 -2.82 0.3968
H 5.11 -1.98 0.59 0.3534
H 4.69 -2.02 2.28 0.4247
H 3.52 -1.32 1.23 0.3240
C -6.05 2.89 3.71 -1.6573
C -4.97 1.95 4.33 1.3774
C -3.71 2.71 3.70 -1.0075
C -2.37 2.60 4.37 -0.9100
C -2.56 2.89 5.85 -1.3949
C -3.63 1.92 6.56 1.6529
N -4.96 2.02 5.79 0.4335
O -6.14 1.54 6.45 -0.4968
C -3.04 0.57 6.79 -1.7833
C -3.79 2.62 7.86 -1.9053
C -5.00 0.54 3.79 -1.5001
H -6.09 3.86 4.21 0.4496
H -7.06 2.50 3.85 0.3638
H -5.95 3.05 2.64 0.3600
H -3.49 2.12 2.81 0.3227
H -3.77 3.79 3.57 0.3743
H -1.51 3.08 3.90 0.4904
H -1.88 1.65 4.17 0.3874
H -2.89 3.92 6.01 0.4168
H -1.71 2.87 6.53 0.5533
H -3.78 -0.01 7.34 0.4142
H -2.74 0.00 5.91 0.3187
H -2.15 0.51 7.42 0.4068
H -4.50 2.01 8.42 0.4536
H -2.96 2.57 8.57 0.4066
H -4.27 3.60 7.78 0.4370
H -4.29 -0.13 4.27 0.2789
H -4.82 0.49 2.72 0.4032
H -5.90 -0.02 4.06 0.3536
N 3.27 4.31 -7.42 -0.0270
C 3.41 3.22 -8.23 -0.5057
C 4.57 3.40 -8.94 -0.2321
C 5.12 4.63 -8.56 -0.5594
C 4.39 5.13 -7.52 -0.3315
H 2.44 4.54 -6.89 0.2037
H 2.65 2.45 -8.17 0.3638
H 5.02 2.71 -9.64 0.3737
H 6.13 4.89 -8.84 0.3487
H 4.47 5.98 -6.86 0.3640
N -0.98 2.72 -2.53 -0.0056
C -0.21 3.85 -2.57 -0.2610
C -0.87 4.76 -3.36 -0.4951
C -2.04 4.12 -3.74 -0.3926
C -2.12 2.80 -3.26 -0.5518
H -0.62 1.87 -2.11 0.1996
H 0.68 3.90 -1.96 0.3820
H -0.51 5.77 -3.49 0.3921
H -2.69 4.59 -4.47 0.3657
H -2.80 1.98 -3.39 0.3692
```

# CH2N4S

A single CH2N4S molecule (wB97M-V/def2-TZVPD, the Open Molecules 2025 dataset).

Computed properties:
Relative energy (zero: lowest compared OMol25 entry of this formula, charge and spin) in kcal/mol: 22.02
Charge: 0

Structure (XYZ):
```
8
Properties=species:S:1:pos:R:3:mulliken_charge:R:1
S 1.28 0.40 -2.02 -0.3595
C 0.54 0.18 -0.57 0.1753
N -0.92 0.06 -0.49 0.0728
N -1.36 -0.17 0.75 -0.2342
N -0.38 -0.45 1.54 -0.3237
N 0.69 -0.23 0.76 0.0922
H -1.58 0.46 -1.17 0.2637
H 1.73 -0.24 1.21 0.3133
```

# C25H44N4O12PS3

A molecular structure, C25H44N4O12PS3 (wB97M-V/def2-TZVPD, the Open Molecules 2025 dataset).

Computed properties:
Calculated total energy in Eh: -3636.5308
Charge: +1

Structure (XYZ):
```
89
Properties=species:S:1:pos:R:3:mulliken_charge:R:1
C -2.79 0.35 -2.15 -1.2528
C -1.44 0.68 -2.90 1.2896
C -1.03 -0.61 -3.71 -1.0706
N 0.42 -0.89 -3.69 0.0535
C 0.95 -1.32 -2.42 -0.5509
S -0.17 -1.90 -1.06 -0.1810
C -0.84 -3.53 -1.58 -0.5832
C -2.37 -3.49 -1.81 0.3151
O -2.77 -3.75 -2.88 -0.5290
O -3.16 -3.17 -0.77 -0.1563
C -4.55 -3.05 -1.18 -0.8568
C -5.32 -2.55 0.07 0.6407
C -5.94 -3.74 0.85 -1.5259
O -6.27 -1.52 -0.29 -0.3998
C -6.52 -0.75 0.84 0.5863
O -7.35 -1.07 1.59 -0.5006
C -5.71 0.54 1.12 -0.3598
S -5.85 1.77 -0.25 -0.2342
O 1.67 -2.57 -2.77 -0.5591
S 2.68 -2.79 -1.48 1.5090
O 2.32 -3.82 -0.54 -0.6886
O 3.99 -3.16 -1.93 -0.6964
O 2.59 -1.28 -0.76 -0.0640
C 2.18 -0.47 -1.89 1.1171
C 1.94 1.02 -1.59 -1.6535
C 1.23 1.27 -0.20 -0.5883
P 0.44 2.95 -0.16 0.8554
O -0.89 2.79 0.47 -0.7200
O 0.22 3.50 -1.67 -0.3359
C -0.39 4.81 -1.70 -0.1914
C -1.72 4.79 -2.53 -0.8072
O 1.40 4.04 0.60 -0.3774
C 0.85 4.52 1.85 -0.3228
C 1.03 3.42 2.95 -0.7750
O 3.39 -0.50 -2.68 -0.4127
C 3.30 0.21 -3.79 0.4493
N 3.13 0.70 -4.78 -0.4333
H -2.60 0.03 -1.11 0.3015
H -3.36 -0.47 -2.64 0.2415
H -3.47 1.23 -2.15 0.2469
H -0.71 0.85 -2.09 -0.9668
H -1.58 1.54 -3.56 0.5478
H -1.67 -1.48 -3.46 0.2792
H -1.28 -0.36 -4.77 0.4130
H 0.63 -1.61 -4.38 0.3829
H -0.65 -4.30 -0.80 0.5896
H -0.37 -3.91 -2.50 0.3817
H -4.70 -2.36 -2.03 0.4402
H -4.88 -4.07 -1.47 0.3747
H -4.57 -2.08 0.75 0.1784
H -6.28 -3.40 1.85 0.3700
H -5.16 -4.51 1.02 0.3905
H -6.79 -4.16 0.28 0.3508
H -4.65 0.33 1.37 0.2621
H -6.16 1.02 2.00 0.3647
H -5.75 1.06 -1.41 0.1453
H 2.88 1.61 -1.55 0.7039
H 1.28 1.40 -2.40 0.6540
H 2.06 1.33 0.54 0.5621
H 0.50 0.48 0.05 0.2380
H -0.54 5.22 -0.69 0.1405
H 0.31 5.47 -2.26 0.3779
H -2.55 5.10 -1.86 0.3228
H -1.94 3.77 -2.89 -0.0085
H -1.70 5.50 -3.36 0.3117
H 1.45 5.39 2.17 0.4602
H -0.20 4.85 1.77 0.2568
H 1.17 3.84 3.96 0.4883
H 1.92 2.83 2.64 -0.0509
H 0.15 2.75 2.93 0.2635
C 4.24 -2.98 2.17 -1.3116
C 3.92 -1.52 1.93 -0.0065
N 4.29 -0.66 3.07 0.3684
C 3.55 0.42 3.52 -0.3640
C 4.23 0.95 4.56 -0.6162
N 5.37 0.20 4.72 0.0988
C 5.40 -0.76 3.79 -0.1780
C 6.40 0.39 5.74 -0.8051
H 3.75 -3.34 3.08 0.3833
H 3.90 -3.58 1.33 0.2878
H 5.32 -3.14 2.29 0.3626
H 2.85 -1.40 1.75 0.1242
H 4.45 -1.15 1.05 0.2150
H 2.63 0.67 3.03 0.5928
H 4.04 1.78 5.22 0.4475
H 6.18 -1.49 3.67 0.4075
H 7.36 0.57 5.25 0.3460
H 6.47 -0.51 6.36 0.3487
H 6.15 1.24 6.37 0.2952
```

# C16H42BF4N2O6

9 unconnected molecules or ions with the total composition C16H42BF4N2O6 (wB97M-V/def2-TZVPD, the Open Molecules 2025 dataset).

Computed properties:
Relative energy (zero: lowest compared OMol25 entry of this formula, charge and spin) in kcal/mol: 61.52
Charge: -1

Structure (XYZ):
```
71
Properties=species:S:1:pos:R:3:mulliken_charge:R:1
B 0.54 -0.29 -0.26 0.3116
F 0.67 0.44 -1.50 -0.6364
F -0.65 -0.06 0.31 -0.0318
F 0.63 -1.60 -0.50 -0.5593
F 1.60 0.04 0.57 -0.1482
C 3.87 2.93 0.12 -0.3907
C 4.01 3.71 1.42 0.3866
N 4.12 4.38 2.41 -0.5144
H 3.54 1.92 0.24 -0.0340
H 3.36 3.30 -0.85 0.2496
H 4.91 2.59 -0.19 0.3508
C -1.31 1.08 3.43 -0.3654
C -2.11 2.04 2.51 0.5321
N -2.81 2.69 1.91 -0.5197
H -1.21 1.60 4.44 0.3531
H -1.94 0.21 3.70 0.1322
H -0.66 0.57 2.94 -0.0913
C 4.17 0.86 4.74 -1.1952
C 3.05 1.01 3.72 0.1338
O 3.44 0.04 2.72 -0.4247
H 4.34 -0.29 4.92 0.2458
H 3.83 1.40 5.73 0.2961
H 5.18 1.24 4.57 0.3301
H 2.80 2.10 3.31 0.1745
H 2.25 0.56 4.21 0.2129
H 2.89 -0.27 2.21 0.2481
C -3.15 1.81 -2.40 -1.2948
C -2.83 0.43 -1.94 0.3975
O -3.22 -0.49 -3.00 -0.6207
H -3.25 2.46 -1.42 0.1545
H -4.07 1.66 -2.91 0.5865
H -2.37 2.11 -3.23 0.2170
H -3.51 0.18 -1.25 0.3970
H -1.76 0.41 -1.77 -0.1238
H -2.89 -1.28 -2.76 0.3160
C -3.10 -4.35 -2.40 -1.3323
C -1.74 -3.91 -1.86 -0.1554
O -1.62 -2.57 -1.90 -0.2492
H -3.16 -5.57 -2.29 0.2767
H -3.20 -4.09 -3.60 0.2378
H -3.98 -4.06 -2.00 0.4471
H -1.04 -4.42 -2.53 0.2828
H -1.61 -4.38 -0.95 0.4690
H -0.85 -2.49 -1.18 0.1143
C 0.12 4.84 -0.14 -1.3512
C -0.05 3.48 -0.47 1.1634
O 0.65 3.02 -1.63 -0.6684
H -0.14 5.40 -1.04 0.3081
H 1.13 4.92 -0.03 0.4183
H -0.65 5.02 0.62 0.3631
H -1.28 3.07 -0.55 -0.3547
H 0.36 2.62 0.02 -0.4443
H 0.56 2.13 -1.62 0.5060
C -3.26 -2.86 3.36 -1.6257
C -2.61 -2.40 1.95 0.1156
O -2.87 -1.15 1.63 -0.5124
H -2.76 -2.34 4.08 0.3683
H -3.20 -3.82 3.27 0.5494
H -4.21 -2.56 3.55 0.3791
H -2.97 -3.15 1.10 0.0542
H -1.61 -2.69 1.71 0.3256
H -2.16 -0.86 1.10 0.3066
C 3.06 -2.00 -4.77 -1.2246
C 2.31 -1.54 -3.55 0.3607
O 2.67 -2.22 -2.44 -0.6725
H 2.89 -3.01 -5.16 0.2964
H 4.08 -1.92 -4.39 0.3015
H 2.81 -1.45 -5.68 0.3232
H 1.22 -1.63 -3.62 0.0494
H 2.61 -0.67 -3.02 0.1627
H 2.17 -1.91 -1.72 0.3362
```

# C28H25BClCrN6O2S

A molecular structure, C28H25BClCrN6O2S (wB97M-V/def2-TZVPD, the Open Molecules 2025 dataset).

Computed properties:
Relative energy (zero: lowest compared OMol25 entry of this formula, charge and spin) in kcal/mol: 0.00
Multiplicity: 4
Expectation value of S²: 3.83
Charge: -2

Structure (XYZ):
```
65
Properties=species:S:1:pos:R:3:mulliken_charge:R:1
Cr 0.68 0.21 -0.18 -0.0411
O -1.59 -5.72 -2.98 -0.7419
C -2.32 -4.77 -2.65 0.3924
O -3.55 -4.62 -2.73 -0.7499
C -1.57 -3.57 -2.02 -0.3880
C -0.18 -3.48 -2.06 -0.9842
C 0.44 -2.41 -1.44 0.6067
N -0.26 -1.49 -0.80 0.3252
C -1.58 -1.53 -0.77 0.3717
C -2.28 -2.56 -1.38 -0.9234
C -2.18 -0.40 -0.01 0.4377
C -3.54 -0.31 0.27 -0.5342
C -3.98 0.73 1.08 -0.6535
C -3.05 1.62 1.59 -0.9098
C -1.72 1.46 1.25 -0.4049
N -1.31 0.50 0.44 1.0537
C 1.92 -2.17 -1.40 0.4677
C 2.86 -3.07 -1.87 -0.7726
C 4.20 -2.78 -1.70 -0.4187
C 4.56 -1.61 -1.06 -1.0836
C 3.57 -0.76 -0.61 -0.4091
N 2.28 -1.03 -0.80 0.8587
H 0.36 -4.27 -2.56 0.5277
H -3.36 -2.62 -1.38 0.5673
H -4.22 -1.06 -0.11 0.3995
H -5.03 0.82 1.31 0.3878
H -3.35 2.42 2.26 0.4196
H -0.94 2.10 1.65 0.3386
H 2.53 -3.99 -2.34 0.3757
H 4.95 -3.47 -2.06 0.4080
H 5.60 -1.34 -0.90 0.4325
H 3.78 0.15 -0.06 0.6012
Cl 3.58 2.33 -2.25 -0.1997
C 3.83 2.63 -0.54 0.5144
C 5.13 2.88 -0.12 -0.6325
C 5.40 3.10 1.22 -0.3873
C 4.34 3.06 2.12 -0.7151
C 3.05 2.81 1.69 -0.2562
C 2.73 2.61 0.33 -0.2261
C 1.35 2.34 -0.09 -0.9326
H 5.92 2.89 -0.86 0.3929
H 6.42 3.30 1.54 0.3456
H 4.53 3.20 3.18 0.3348
H 2.25 2.73 2.40 0.2829
H 1.14 2.73 -1.08 0.7181
H 0.65 2.76 0.64 0.1376
C -2.77 6.11 -2.49 -0.9130
N -2.60 4.68 -2.36 0.1757
C -3.14 3.70 -3.17 -0.6135
C -2.67 2.52 -2.68 -0.6410
N -1.86 2.74 -1.60 0.1116
C -1.85 4.03 -1.43 -0.3652
H -3.83 6.35 -2.63 0.3346
H -2.20 6.50 -3.33 0.3092
H -2.43 6.59 -1.57 0.2915
H -3.78 3.95 -4.00 0.4284
H -2.84 1.52 -3.07 0.4933
H -1.29 4.56 -0.68 0.3471
B 0.77 0.46 -4.99 0.4750
C 0.59 0.57 -3.41 -0.3593
N 0.45 0.65 -2.26 -0.1913
H 1.88 -0.02 -5.18 -0.1733
H -0.10 -0.28 -5.42 -0.1794
H 0.69 1.58 -5.47 -0.1941
S 1.24 -0.14 1.95 -0.6701
```